# 1
Molecular formula: C35H35FeN8O4
Method: DFT, ωB97M-V/def2-TZVPD

Structure (XYZ):
```
83
C35H35FeN8O4, DFT ωB97M-V/def2-TZVPD
H -0.86 9.24 -3.40
C -1.74 8.67 -3.14
H -2.72 -7.70 2.30
H -1.16 -7.98 0.39
C -0.79 -4.64 0.90
C 2.42 0.86 2.91
H 2.75 3.03 -1.02
C 1.46 -0.15 4.87
N 4.76 -2.23 0.48
H -3.43 -1.75 -1.16
H 0.64 -1.83 -5.42
O 4.22 -0.17 -0.31
H -2.31 -2.06 0.94
C 1.93 -0.19 2.13
C -0.06 -2.31 5.95
H 0.80 -2.30 6.62
H -4.99 6.64 -2.24
C -4.10 7.20 -2.49
H 3.03 -1.52 -1.89
C 1.67 3.07 -1.02
H 0.14 -2.92 2.63
O -1.90 -3.28 2.58
C -2.71 -1.84 -1.97
C -0.64 -5.91 0.33
C 1.97 -1.64 -3.75
C 1.00 -1.22 4.12
H 3.86 -2.29 0.93
C -0.38 4.25 -1.41
H -1.38 -1.94 -4.05
H 1.60 5.07 -1.73
H 2.55 1.69 4.88
C -1.05 3.09 -0.98
C -2.17 -6.85 1.91
H -2.84 -2.80 -2.46
N 1.12 -1.64 -0.15
C 5.06 -1.10 -0.18
C -1.15 5.40 -1.83
H 0.03 -6.03 -0.51
C -0.32 1.99 -0.60
H -2.88 -1.51 2.53
C -2.83 6.64 -2.29
C -2.36 -5.60 2.46
C -1.31 -7.01 0.83
H 0.11 -3.79 -0.72
O -1.42 -1.74 -1.37
C -1.68 7.39 -2.61
H 1.28 -0.12 5.94
H -5.13 8.92 -3.20
H -2.88 -1.03 -2.69
C 0.93 -1.69 -1.56
H -3.03 -5.44 3.29
C -0.34 -1.78 -2.18
H 2.86 -1.58 -4.36
N -0.06 -3.60 0.25
H -2.13 3.09 -0.95
Fe 2.19 0.23 0.08
C -3.01 9.19 -3.34
C 0.56 -2.49 0.70
H 5.42 -2.97 0.62
H -3.73 -2.83 1.69
H -0.73 -1.48 6.18
N -0.62 6.57 -2.30
H 3.03 1.64 2.47
C 0.73 -1.78 -4.34
H 6.99 -1.69 -0.61
C 1.02 4.22 -1.42
N 6.28 -0.98 -0.72
H 6.52 -0.14 -1.21
C 2.17 0.88 4.27
O 0.34 -2.29 4.58
C 2.06 -1.60 -2.37
C 1.23 -1.22 2.72
H -0.60 -3.25 6.07
C -2.75 -2.38 1.88
N 0.70 -2.32 2.03
C -0.42 -1.85 -3.56
H -3.11 10.19 -3.76
N 1.03 1.97 -0.62
C -1.68 -4.49 1.96
N -2.46 5.42 -1.81
C -4.16 8.47 -3.02
H -0.81 1.09 -0.26
H 0.35 6.80 -2.41
```

Computed properties:
orbital gap (alpha / beta) = 7.2 / 5.5 eV
spin multiplicity = 6
charge = +2
expectation value of S² = 8.762
ΔE to the lowest compared entry with this formula, charge and spin = 0.0 kcal/mol
highest occupied orbital energy (alpha / beta) = -12.273 / -12.269 eV



# 2
Molecular formula: C3H8NS2
Method: DFT, ωB97M-V/def2-TZVPD

Structure (XYZ):
```
14
C3H8NS2, DFT ωB97M-V/def2-TZVPD
S -0.98 1.76 -0.11
C 1.20 0.03 -0.17
H 0.55 0.79 1.75
H 1.06 2.15 0.66
S -2.80 -0.61 0.17
H -2.55 -0.01 1.49
H -0.09 -1.60 -0.20
H 1.88 -0.39 0.54
C -1.57 0.23 -0.70
H -1.87 0.29 -1.73
H 1.72 0.45 -0.99
N 0.14 -0.76 -0.73
H 0.41 -0.97 -1.65
C 0.59 1.16 0.67
```

Computed properties:
orbital gap = 9.0 eV
charge = +1
ΔE to the lowest compared entry with this formula, charge and spin = 31.2 kcal/mol
highest occupied orbital energy = -13.539 eV



# 3
Molecular formula: C13H36O15S2V
Method: DFT, ωB97M-V/def2-TZVPD

Structure (XYZ):
```
67
C13H36O15S2V, DFT ωB97M-V/def2-TZVPD
H 3.57 27.91 29.88
C 2.52 34.83 24.55
H 9.13 21.85 23.03
H -5.97 29.01 25.27
O -3.32 22.77 20.04
O -4.73 21.94 27.37
O -5.18 23.88 20.70
S -4.79 22.60 26.11
H 8.49 23.50 22.77
H 7.65 22.11 22.18
O -6.11 22.99 25.68
C 3.23 33.46 24.26
H 3.71 35.66 23.36
H 1.21 24.43 18.65
H -7.81 30.14 24.24
H 0.98 28.77 30.66
O -5.24 29.44 24.83
H 6.21 24.02 24.49
C -5.68 30.53 24.15
H 0.68 35.62 25.37
S -3.93 24.11 20.01
H 3.55 32.96 25.17
V -1.02 26.94 24.01
H 9.15 22.22 25.42
C -5.70 31.74 25.13
H 3.02 35.31 25.39
O -4.75 21.65 25.00
H -6.23 31.44 26.03
C 1.02 34.71 24.87
H 2.20 26.83 30.20
O 2.75 35.67 23.43
C 8.23 22.47 23.03
H 7.37 21.24 24.65
H 0.59 26.86 28.90
H 4.13 33.58 23.66
C 7.52 22.29 24.42
C 1.19 29.37 29.78
H 5.42 22.52 23.84
H 0.27 26.47 18.98
C 2.74 27.38 29.42
O 0.21 25.97 23.81
H 1.13 25.30 17.08
H 2.63 25.26 18.00
C 1.54 25.31 18.09
O 8.45 22.88 25.35
H 1.89 30.16 30.06
C 6.15 22.93 24.54
O -3.15 25.12 20.72
H -6.21 32.58 24.65
H 0.29 29.85 29.40
C 1.82 28.38 28.81
H -4.68 31.98 25.42
H -7.08 29.16 22.95
O -4.12 24.33 18.58
H -7.46 30.80 22.73
O -0.55 28.42 23.49
H 3.18 26.71 28.69
C -7.04 30.12 23.47
O 0.71 27.61 28.32
O -3.80 23.63 25.87
H -4.93 30.77 23.39
H 5.78 22.72 25.54
H 0.92 33.88 25.57
H 2.66 32.77 23.64
H 0.43 34.48 23.98
H 2.29 28.77 27.91
O 1.19 26.51 18.71
```

Computed properties:
orbital gap = 2.3 eV
charge = -3
highest occupied orbital energy = 1.905 eV



# 4
Molecular formula: C5H11NO
Method: DFT, ωB97M-V/def2-TZVPD

Structure (XYZ):
```
18
C5H11NO, DFT ωB97M-V/def2-TZVPD
H 1.94 -0.25 -1.98
C 0.29 0.19 2.14
H -0.25 1.15 2.10
H 1.64 1.08 -0.87
C 1.62 -0.01 -0.97
N -0.13 -0.69 1.05
H -0.38 0.97 -2.40
H -2.11 -0.44 1.56
H -1.92 0.50 -1.72
H -0.86 1.59 -0.81
H -1.73 -1.49 0.05
O 0.03 -1.74 -1.48
H 1.35 0.44 2.09
H 0.14 -0.16 3.17
H 2.38 -0.38 -0.28
C 0.23 -0.62 -1.05
C -1.38 -0.84 0.85
C -0.86 0.69 -1.46
```

Computed properties:
orbital gap = 9.6 eV
charge = 0
ΔE to the lowest compared entry with this formula, charge and spin = 80.0 kcal/mol
highest occupied orbital energy = -8.873 eV